DFT (wB97M-V/def2-TZVPD) results for a 2-piece molecular cluster, C11H15N overall at a distorted geometry.

Each line ends with the Mulliken charge.
Cartesian coordinates (Å):
C -2.7857 -1.0301 1.6981  -1.23
C -1.4986 -1.2667 1.1777  0.74
C -0.4698 -1.5888 1.9506  -0.70
N 0.9091 -1.1641 1.3005  -0.32
C 0.5372 -0.8774 -0.0379  -0.24
C 1.3035 -0.7176 -1.1401  -0.52
C 0.7902 -0.4547 -2.4006  -0.28
C -0.6206 -0.6501 -2.4698  -0.57
C -1.4805 -0.6935 -1.4265  -0.44
C -0.9564 -0.9340 -0.1410  0.63
H -3.4057 -0.1377 1.1357  0.28
H -2.6622 -0.6615 2.7946  0.34
H -3.4099 -1.9398 1.5752  0.28
H -0.2937 -1.9323 2.9131  0.55
H 1.6974 -1.7076 1.3935  0.22
H 2.3755 -0.8003 -0.9239  0.26
H 1.4937 -0.5466 -3.2621  0.34
H -0.8499 -0.5255 -3.5079  0.35
H -2.5405 -0.8054 -1.7176  0.33
C 0.8344 2.4952 0.5885  -0.87
C 2.0962 2.1986 -0.2739  -0.63
H -0.0372 2.4743 -0.0371  0.28
H 0.6072 1.5768 0.9671  0.09
H 0.9603 3.2098 1.3213  0.42
H 2.9373 1.7575 0.2400  0.27
H 2.5396 3.2120 -0.5153  0.31
H 1.9292 1.5094 -1.2022  0.10

Results
Lowest unoccupied orbital energy = 0.903 eV
Kohn-Sham gap = 9.135 eV
Relative energy (zero: lowest compared OMol25 entry of this formula, charge and spin) = 76.8 kcal/mol
Charge = 0
E_tot = -482.79276 a.u.



DFT (wB97M-V/def2-TZVPD) results for C35H46Br3F8NO26 as an isolated structure at a distorted geometry.

Each line ends with the Mulliken charge.
Cartesian coordinates (Å):
C 2.0773 1.4513 1.0627  -1.47
C 1.5701 0.3352 0.0785  2.20
C 1.7442 -1.0462 0.7938  0.43
C 0.8942 -2.1461 0.1565  -1.21
C -0.5583 -1.7148 0.1985  -0.38
C -0.8503 -0.4944 -0.7075  2.17
N 0.1026 0.5898 -0.1660  1.15
O -0.3320 1.9307 -0.3694  -0.06
C -2.3683 -0.0826 -0.7033  -0.23
C -0.5569 -0.8101 -2.2325  -1.41
C 2.2538 0.3624 -1.2290  -1.37
H 2.9304 1.1976 1.6920  0.16
H 1.3248 1.8239 1.7577  -0.21
H 2.3181 2.3708 0.5291  0.68
H 1.5983 -0.8946 1.8633  -1.11
H 2.7367 -1.4833 0.9030  0.18
H 1.0413 -3.1009 0.6612  0.65
H 1.0722 -2.4474 -0.8758  0.05
H -0.8934 -1.4883 1.2106  -0.86
H -1.2876 -2.4881 -0.0424  0.76
H -3.0075 -0.9654 -0.6917  0.53
H -2.6609 0.6120 -1.4907  -0.35
H -2.5967 0.4738 0.2057  -0.88
H 0.1372 -1.6077 -2.4972  0.23
H -0.3429 0.1626 -2.6755  0.42
H -1.4433 -1.1774 -2.7496  0.18
H 1.8202 -0.3926 -1.8848  0.12
H 3.3427 0.3481 -1.2756  0.20
H 2.0525 1.3112 -1.7265  0.30
C -1.4212 1.9881 3.5744  -1.04
O -0.9153 1.0118 2.6700  -0.10
H -2.4786 2.1929 3.4067  0.16
H -1.3902 1.7542 4.6386  0.29
H -1.0314 2.9997 3.4615  0.07
C -3.4842 3.5461 0.8956  0.96
Br -3.1153 4.0299 -0.9842  0.01
Br -5.1489 2.5662 1.0878  -0.05
Br -3.5436 5.1907 2.0196  -0.09
H -2.7529 2.8268 1.2644  -0.98
C 5.8753 -0.4867 1.5041  0.00
C 7.1834 -1.1540 1.0448  0.28
O 7.1939 -1.3161 -0.3433  -0.35
C 6.0659 -0.7590 -0.8318  0.57
O 5.6871 -0.8275 -1.9712  -0.50
O 5.3033 -0.3325 0.2556  -0.18
F 7.2220 -2.3770 1.4934  -0.27
H 5.9611 0.4724 2.0149  0.24
H 5.2500 -1.1418 2.1106  0.01
H 8.0978 -0.6353 1.3330  0.21
C -0.6280 5.5579 -4.3366  -0.53
C 0.3399 5.7086 -3.1432  0.30
O 0.8000 4.4091 -2.9134  -0.23
C -0.0204 3.5680 -3.4908  0.42
O 0.1299 2.3486 -3.4315  -0.53
O -0.9913 4.1722 -4.1793  -0.23
F -0.3661 6.1760 -2.1086  -0.26
H -0.0050 5.7339 -5.2135  0.34
H -1.4687 6.2515 -4.3210  0.33
H 1.1561 6.3811 -3.4071  0.29
C 1.0371 -0.6468 4.8068  -0.13
C 2.0274 0.5067 4.8193  0.65
O 3.1121 -0.1530 4.1584  -0.29
C 2.9736 -1.4679 4.2831  0.73
O 3.9088 -2.2619 3.8971  -0.65
O 1.8702 -1.7613 4.9542  -0.38
F 2.3805 0.7186 6.0996  -0.34
H 0.4849 -0.7513 3.8728  -0.22
H 0.2538 -0.5970 5.5630  0.44
H 1.6709 1.4283 4.3592  0.21
C -5.1585 -0.2734 -3.2259  -0.27
C -5.9754 0.9410 -2.6769  0.20
O -5.3855 1.9881 -3.4163  -0.34
C -4.1454 1.6755 -3.7391  0.59
O -3.3975 2.3810 -4.3737  -0.55
O -4.0134 0.3855 -3.4838  -0.18
F -5.7982 1.1319 -1.4333  -0.13
H -5.5898 -0.7334 -4.1150  0.33
H -4.9889 -0.9988 -2.4303  0.13
H -7.0288 0.9042 -2.9543  0.31
C 0.3586 6.3144 1.2770  0.12
C 1.2766 5.2379 1.8375  0.98
O 1.5149 5.7911 3.1697  -0.39
C 1.2409 7.1056 3.1694  0.57
O 1.3570 7.9155 4.0827  -0.58
O 0.6540 7.4422 2.0166  -0.35
F 2.4098 5.1316 1.1939  -0.33
H -0.6559 5.9186 1.3239  -0.04
H 0.5914 6.3599 0.2132  0.19
H 0.7463 4.3034 2.0211  -0.18
C 4.6915 -5.1775 0.1190  -0.53
C 4.4302 -6.4979 -0.6503  0.25
O 4.1149 -5.9104 -1.8946  -0.33
C 3.6154 -4.6435 -1.7026  0.53
O 3.0137 -3.8877 -2.5190  -0.57
O 3.7785 -4.2436 -0.4435  -0.11
F 3.3071 -7.0668 -0.1625  -0.27
H 5.6751 -4.7377 -0.0460  0.34
H 4.4590 -5.4316 1.1531  0.29
H 5.1636 -7.3042 -0.6670  0.35
C -3.2681 -6.3151 -3.0654  -0.51
C -2.7849 -6.1404 -4.4826  0.29
O -2.2736 -4.7710 -4.3183  -0.29
C -3.0722 -4.1562 -3.4719  0.67
O -3.0253 -2.9659 -3.2700  -0.58
O -3.6113 -5.0258 -2.6714  -0.28
F -3.8084 -6.1624 -5.3536  -0.26
H -2.5049 -6.6194 -2.3492  0.31
H -4.1524 -6.9460 -2.9755  0.29
H -1.9997 -6.8739 -4.6659  0.33
C -3.9460 -0.3726 2.9046  0.59
C -3.0959 -1.5706 3.1084  1.12
O -3.4582 -2.3528 1.9000  -0.30
C -4.7334 -2.1445 1.6883  0.67
O -5.4861 -2.7519 0.8945  -0.64
O -5.1228 -1.0255 2.3894  -0.40
F -3.5272 -2.2782 4.1842  -0.36
H -3.5500 0.3221 2.1638  -0.67
H -4.1682 0.0707 3.8752  0.42
H -2.0151 -1.4413 3.1649  -0.47

Results
Lowest unoccupied orbital energy = -3.285 eV
Kohn-Sham gap = 4.357 eV
Relative energy (zero: lowest compared OMol25 entry of this formula, charge and spin) = 110.3 kcal/mol
Charge = 0
E_tot = -11893.00004 a.u.



DFT (wB97M-V/def2-TZVPD) results for a 2-piece molecular cluster, C3H7NO2S2 overall at a distorted geometry.

Each line ends with the Mulliken charge.
Cartesian coordinates (Å):
O 0.3596 0.1416 -1.5143  -0.59
C 1.3479 0.2779 -0.8329  0.59
O 2.6024 0.2200 -1.2423  -0.44
C 1.1354 0.7478 0.5306  0.17
S 2.3856 1.4590 1.3874  -0.31
C -0.1922 0.6457 1.0268  -0.39
S -0.5652 1.3171 2.6017  -0.15
H 3.0611 0.4125 -0.3379  0.25
H -1.0077 1.1006 0.2959  0.27
H -0.5015 -0.4403 1.0885  0.36
H -1.9073 1.1461 2.3621  0.14
N -1.7015 -1.7101 -1.0547  -0.70
H -1.1750 -2.5632 -1.3365  0.21
H -1.1788 -0.9007 -1.4547  0.35
H -2.6629 -1.8540 -1.5197  0.24

Results
Lowest unoccupied orbital energy = -1.825 eV
Kohn-Sham gap = 7.552 eV
Relative energy (zero: lowest compared OMol25 entry of this formula, charge and spin) = 36.3 kcal/mol
Charge = 0
E_tot = -1120.08237 a.u.